(1)
17
Properties=species:S:1:pos:R:3:forces:R:3 method="wB97M-V/def2-TZVPD" charge=0 total_energy_ev=-16650.183 e_lumo_ev=0.88 smiles=C[C@H](N)CCS orbital_gap_ev=9.78 homo_ev=-8.90
C -1.516 1.205 -0.945 0.76 -0.14 3.05
C -0.705 0.104 -0.024 0.74 -0.97 -0.72
N -0.820 0.359 1.418 -2.24 2.71 -0.59
C 0.800 0.063 -0.346 -0.98 1.57 -0.95
C 1.670 -0.856 0.447 1.42 -0.53 0.24
S 0.925 -2.543 0.685 1.10 -0.47 -1.15
H -1.175 2.344 -0.683 -1.15 -2.85 -0.22
H -1.302 1.088 -1.966 0.33 -0.35 -1.44
H -2.598 0.926 -0.783 0.97 1.06 -0.11
H -1.015 -1.014 -0.118 -0.27 2.09 -0.47
H -1.848 0.645 1.396 1.29 -0.75 1.14
H -0.421 1.334 1.546 -0.17 -1.31 0.06
H 1.152 1.102 -0.056 -0.02 -0.78 -1.12
H 0.857 -0.187 -1.425 0.35 0.60 0.41
H 1.784 -0.318 1.472 0.44 -1.64 -1.61
H 2.650 -1.063 -0.197 -1.76 0.81 2.05
H 1.563 -3.188 -0.418 -0.81 0.95 1.44



(2)
17
Properties=species:S:1:pos:R:3:forces:R:3 method="wB97M-V/def2-TZVPD" charge=0 total_energy_ev=-16651.245 e_lumo_ev=0.93 smiles=C[C@@H](S)CCN orbital_gap_ev=9.71 homo_ev=-8.78
C 1.936 1.170 0.090 -1.31 0.03 0.59
C 1.032 0.057 -0.492 0.85 0.93 0.83
S 1.665 -1.558 0.004 1.08 -0.70 1.02
C -0.375 0.246 -0.018 -0.22 3.20 0.48
C -1.385 -0.747 -0.360 -1.11 -1.63 -0.48
N -2.651 -0.288 0.214 0.73 0.48 -1.41
H 1.953 0.970 1.196 0.32 0.62 -0.94
H 1.466 2.161 -0.118 0.30 -0.64 0.32
H 2.917 1.175 -0.353 0.42 -0.19 0.08
H 1.109 0.120 -1.563 -0.06 -0.37 -0.59
H 2.252 -1.302 1.269 -0.82 0.11 -1.53
H -0.849 1.208 -0.415 1.11 -0.77 0.42
H -0.332 0.420 1.088 -0.15 -0.37 -0.63
H -1.001 -1.734 -0.012 -0.73 0.24 -0.26
H -1.563 -0.800 -1.460 0.41 -0.05 0.63
H -2.723 -0.446 1.170 -0.06 -0.37 1.93
H -3.451 -0.652 -0.237 -0.75 -0.53 -0.46



(3)
17
Properties=species:S:1:pos:R:3:forces:R:3 method="wB97M-V/def2-TZVPD" charge=0 total_energy_ev=-16650.224 e_lumo_ev=0.93 smiles=CS[C@H](C)CN orbital_gap_ev=9.59 homo_ev=-8.66
C -1.405 -1.864 0.530 -0.80 -0.80 -2.12
S -1.479 -0.068 0.688 -0.20 -0.56 0.00
C 0.240 0.285 0.339 1.47 -0.32 -2.39
C 0.995 0.861 1.505 3.95 -0.70 -2.52
C 0.563 1.165 -0.978 -2.17 -0.24 0.47
N 0.059 0.643 -2.205 -1.25 -3.77 -1.45
H -1.354 -2.256 -0.558 0.20 0.83 1.71
H -2.286 -2.306 0.924 -1.71 0.20 0.00
H -0.784 -2.445 1.169 1.77 0.28 0.38
H 0.642 -0.771 0.041 -0.31 1.93 0.60
H 1.384 0.075 2.092 0.22 -1.09 0.96
H 2.018 1.331 1.094 -2.37 -0.42 0.98
H 0.466 1.463 2.140 -1.34 1.98 1.22
H 0.178 2.162 -1.069 -0.27 0.97 1.38
H 1.614 1.286 -1.068 1.20 -0.26 0.21
H -0.919 0.861 -2.551 1.67 0.01 1.34
H 0.068 -0.425 -2.093 -0.06 1.95 -0.78



(4)
17
Properties=species:S:1:pos:R:3:forces:R:3 method="wB97M-V/def2-TZVPD" charge=0 total_energy_ev=-16650.907 e_lumo_ev=1.00 smiles=NCCCCS orbital_gap_ev=10.02 homo_ev=-9.02
N 1.015 0.467 2.392 -1.01 0.22 -1.35
C 0.876 -0.028 0.994 0.98 0.07 1.35
C 0.539 1.009 -0.076 -2.47 -2.56 -0.52
C -0.156 0.097 -1.184 1.49 0.86 -0.57
C -1.639 -0.186 -0.889 1.50 -0.67 -0.04
S -2.093 -1.853 -1.455 -1.04 -0.27 -0.11
H 1.640 1.250 2.404 0.50 0.06 0.46
H 1.283 -0.294 2.993 0.38 0.16 0.21
H 1.815 -0.496 0.690 0.08 -0.26 -0.25
H 0.141 -0.831 1.073 -0.19 0.14 -0.42
H -0.314 1.592 0.279 0.74 0.97 0.08
H 1.402 1.466 -0.523 0.17 0.77 0.26
H 0.543 -0.744 -1.316 -0.79 -0.54 0.60
H -0.038 0.485 -2.206 -0.44 0.63 0.29
H -2.242 0.591 -1.358 -0.15 -0.24 0.07
H -1.803 -0.224 0.187 -0.07 0.33 -0.02
H -0.968 -2.301 -2.004 0.34 0.33 -0.03



(5)
17
Properties=species:S:1:pos:R:3:forces:R:3 method="wB97M-V/def2-TZVPD" charge=0 total_energy_ev=-16650.865 e_lumo_ev=0.89 smiles=CNCCCS orbital_gap_ev=9.76 homo_ev=-8.88
C 0.097 -1.657 2.421 -0.66 -0.09 -0.98
N -0.032 -1.373 0.968 -0.17 -0.15 0.31
C 1.163 -0.764 0.432 0.52 -0.05 -1.08
C 1.033 -0.144 -1.011 -0.67 1.13 0.87
C -0.408 0.218 -1.472 0.81 0.12 1.19
S -0.856 1.869 -0.799 -0.01 0.01 0.03
H -0.525 -2.524 2.642 0.19 -0.11 0.19
H 1.135 -1.861 2.662 0.04 -0.02 0.20
H -0.304 -0.820 2.993 0.36 0.10 0.31
H -0.762 -0.682 0.895 -0.27 0.06 -0.04
H 1.550 -0.011 1.126 0.16 0.14 -0.09
H 1.925 -1.540 0.294 -0.01 0.06 0.50
H 1.538 0.822 -0.922 0.38 -0.16 -0.33
H 1.565 -0.723 -1.755 -0.13 -0.29 -0.10
H -0.496 0.232 -2.548 -0.23 -0.25 -0.08
H -1.075 -0.440 -0.940 -0.44 -0.53 -0.77
H -2.126 1.590 -0.455 0.13 0.03 -0.12



(6)
17
Properties=species:S:1:pos:R:3:forces:R:3 method="wB97M-V/def2-TZVPD" charge=0 total_energy_ev=-16651.146 e_lumo_ev=0.86 smiles=CNCCCS orbital_gap_ev=9.15 homo_ev=-8.29
C -1.671 1.183 1.678 0.92 0.32 -0.26
N -1.611 0.748 0.307 -0.70 -0.36 0.12
C -0.579 1.244 -0.537 0.73 -0.11 -0.58
C -0.105 0.191 -1.529 -0.48 0.16 -0.59
C 0.372 -1.101 -0.920 0.71 -0.08 0.53
S 1.647 -0.824 0.394 -0.23 -0.01 -0.15
H -2.187 2.138 1.746 -0.34 0.08 0.31
H -0.652 1.360 2.064 -0.13 -0.10 0.02
H -2.116 0.430 2.312 -0.36 -0.04 0.10
H -1.955 -0.181 0.122 0.28 0.18 0.05
H 0.295 1.576 0.031 -0.08 0.00 0.31
H -0.882 2.100 -1.139 -0.25 0.31 0.02
H 0.669 0.597 -2.188 -0.02 0.13 0.19
H -0.956 -0.031 -2.195 0.22 -0.12 0.09
H 0.853 -1.722 -1.663 -0.13 -0.21 -0.27
H -0.427 -1.657 -0.453 -0.21 -0.14 0.04
H 1.261 -1.850 1.159 0.08 -0.02 0.05